1.
The following is a quantum chemistry calculation of a single C4H5N3 molecule in a non-equilibrium geometry, from the Open Molecules 2025 dataset.

CARTESIAN COORDINATES (ANGSTROEM)
C: -1.58 0.16 0.18
N: -0.50 -0.45 -0.56
C: 0.80 -0.30 0.11
C: 1.95 -0.74 -0.68
N: 2.83 -1.19 -1.30
C: 1.05 1.03 0.75
N: 1.13 2.08 1.23
H: -1.63 -0.22 1.22
H: -2.52 -0.11 -0.31
H: -1.49 1.25 0.24
H: -0.49 -0.38 -1.55
H: 0.41 -1.18 0.63

Properties
- SMILES: CNC(C#N)C#N
- Orbital gap: 0.386 Ha
- Calculated total energy: -8696.8356 eV

***

2.
The following is a quantum chemistry calculation of a single C3H4N2OS molecule in a non-equilibrium geometry, from the Open Molecules 2025 dataset.

CARTESIAN COORDINATES (ANGSTROEM)
C: 0.62 -1.81 -0.35
C: 1.05 1.12 -0.30
C: -1.27 0.84 0.44
N: 0.09 -0.68 -0.84
N: -0.03 0.46 -0.11
O: 0.99 -1.97 0.80
S: 2.45 1.78 -0.32
H: 0.66 -2.55 -1.26
H: -1.28 0.38 1.48
H: -1.20 1.97 0.63
H: -2.08 0.45 -0.17

Properties
- Orbital gap: 0.282 Ha
- Calculated total energy: -19034.8363 eV

***

3.
The following is a quantum chemistry calculation of 2 unconnected molecules or ions with the total composition C4H7N2OS in a non-equilibrium geometry, from the Open Molecules 2025 dataset.

CARTESIAN COORDINATES (ANGSTROEM)
C: 1.73 0.39 0.68
C: 1.74 -0.60 -0.28
C: 0.62 1.08 1.15
C: -1.46 1.11 -0.26
N: -0.51 1.24 0.44
N: 0.81 -1.25 -0.95
O: -2.38 1.55 -0.97
S: -1.92 -1.73 0.39
H: 2.63 0.69 1.15
H: 2.74 -1.01 -0.69
H: 0.63 1.77 2.01
H: -0.11 -1.05 -0.67
H: 1.17 -2.10 -1.33
H: -2.67 2.43 -1.20
H: -3.01 -2.51 0.53

Properties
- Total charge: +1
- Orbital gap (spin up / spin down): 0.210 / 0.210 Ha
- Calculated total energy: -20112.5869 eV

***

4.
The following is a quantum chemistry calculation of a gas-phase ion, C5H14N3 (charge +1) in a non-equilibrium geometry, from the Open Molecules 2025 dataset.

CARTESIAN COORDINATES (ANGSTROEM)
N: -0.85 1.03 3.30
C: -1.51 0.71 2.04
C: -0.97 -0.53 1.30
C: 0.53 -0.38 0.94
C: 0.70 0.32 -0.42
N: 0.42 -0.77 -1.43
C: 0.66 -0.86 -2.69
N: 1.21 0.19 -3.33
H: -1.23 0.42 4.02
H: -1.15 1.96 3.57
H: -1.30 1.53 1.36
H: -2.59 0.67 2.13
H: -1.08 -1.55 1.69
H: -1.44 -0.65 0.31
H: 0.98 -1.36 0.98
H: 1.01 0.19 1.76
H: 0.05 1.17 -0.60
H: 1.74 0.57 -0.62
H: 0.04 -1.62 -1.03
H: 0.36 -1.70 -3.33
H: 1.24 0.15 -4.34
H: 1.40 1.09 -2.92

Properties
- SMILES: NCCCCNC=[NH2+]
- Total charge: +1
- Orbital gap: 0.338 Ha
- Calculated total energy: -9876.0357 eV

***

5.
The following is a quantum chemistry calculation of a molecular structure, C40H33Cl2N8O3S2Ti, from the Open Molecules 2025 dataset.

CARTESIAN COORDINATES (ANGSTROEM)
Ti: 0.41 -0.92 0.32
C: 2.75 1.75 2.83
C: 2.32 0.63 1.94
N: 1.02 0.54 1.48
N: 0.24 1.66 1.66
C: -0.80 1.53 0.91
O: -0.94 0.46 0.15
C: -1.86 2.56 0.86
C: -3.01 2.33 0.11
C: -4.03 3.28 0.09
C: -3.90 4.46 0.82
C: -2.75 4.69 1.56
C: -1.73 3.75 1.58
C: 3.11 -0.35 1.41
C: 4.49 -0.63 1.67
C: 5.12 -1.65 1.06
C: 4.40 -2.49 0.15
C: 3.09 -2.23 -0.08
N: 2.42 -1.19 0.50
H: 2.04 1.86 3.66
H: 3.74 1.56 3.25
H: 2.77 2.70 2.30
H: -3.10 1.40 -0.43
H: -4.93 3.09 -0.48
H: -4.70 5.19 0.80
H: -2.64 5.61 2.12
H: -0.84 3.90 2.17
H: 5.02 0.01 2.38
H: 6.17 -1.85 1.27
H: 4.88 -3.33 -0.35
H: 2.50 -2.84 -0.75
N: -4.28 -2.14 -0.98
C: -4.44 -1.30 0.08
N: -3.52 -1.07 0.96
C: -3.98 -0.21 1.94
C: -5.27 0.19 1.82
S: -5.96 -0.50 0.39
C: -3.06 0.26 2.98
C: -3.24 1.39 3.71
S: -1.90 1.63 4.76
C: -1.20 0.15 4.15
N: -1.90 -0.44 3.24
N: 0.02 -0.29 4.56
H: -3.32 -2.28 -1.28
H: -4.92 -2.02 -1.75
H: -5.83 0.84 2.46
H: -4.03 2.12 3.63
H: 0.29 -0.13 5.52
H: 0.28 -1.19 4.17
C: -0.44 -4.81 3.28
C: -1.31 -4.50 2.25
C: -1.05 -3.41 1.42
C: 0.08 -2.61 1.60
C: 0.96 -2.97 2.63
C: 0.70 -4.05 3.47
H: -0.64 -5.66 3.93
H: -2.21 -5.09 2.09
H: -1.77 -3.17 0.64
H: 1.87 -2.39 2.78
H: 1.40 -4.30 4.26
Cl: 1.68 1.31 -1.70
C: 2.97 0.66 -2.67
C: 4.14 0.34 -1.99
C: 5.25 -0.13 -2.67
C: 5.19 -0.27 -4.04
C: 4.02 0.04 -4.71
Cl: 3.98 -0.17 -6.44
C: 2.85 0.50 -4.06
N: 1.73 0.72 -4.83
C: 0.45 1.17 -4.38
C: 0.11 2.51 -4.50
C: -1.11 2.97 -4.06
C: -2.01 2.08 -3.48
C: -1.68 0.74 -3.39
C: -0.46 0.26 -3.84
C: -0.12 -1.22 -3.74
C: -0.66 -1.81 -2.45
O: -1.78 -2.30 -2.44
O: 0.14 -1.76 -1.44
H: 4.15 0.46 -0.92
H: 6.14 -0.40 -2.12
H: 6.03 -0.63 -4.61
H: 1.91 0.81 -5.81
H: 0.85 3.19 -4.92
H: -1.36 4.03 -4.13
H: -2.95 2.44 -3.09
H: -2.38 0.05 -2.93
H: 0.96 -1.35 -3.77
H: -0.56 -1.75 -4.58

Properties
- Total charge: -1
- Orbital gap: 0.198 Ha
- Calculated total energy: -129916.0083 eV

***

6.
The following is a quantum chemistry calculation of 2 unconnected molecules or ions with the total composition C9H13OPS in a non-equilibrium geometry, from the Open Molecules 2025 dataset.

CARTESIAN COORDINATES (ANGSTROEM)
C: 0.06 -1.10 -3.60
C: 0.24 -1.70 -2.34
C: 0.02 0.30 -3.71
C: 0.45 -0.93 -1.16
C: 0.42 1.08 -2.58
C: 0.49 0.45 -1.32
C: -1.12 -0.19 1.81
C: -1.61 2.01 0.67
C: -0.58 1.13 1.39
O: 2.04 -0.05 2.06
P: 0.75 1.28 0.20
S: 1.67 2.97 0.05
H: -0.22 -1.69 -4.43
H: 0.20 -2.78 -2.25
H: -0.11 0.74 -4.75
H: 0.65 -1.40 -0.17
H: 0.38 2.16 -2.65
H: -1.88 -0.07 2.57
H: -1.66 -0.70 1.04
H: -0.20 -0.81 2.16
H: -1.19 2.91 0.35
H: -2.42 2.22 1.48
H: -2.20 1.56 -0.18
H: -0.02 1.69 2.22
H: 2.85 0.13 1.66

Properties
- Orbital gap (spin up / spin down): 0.277 / 0.277 Ha
- Calculated total energy: -31712.8199 eV